# 1
Entry from the Open Molecules 2025 dataset: one molecule with the formula C7H10 (ωB97M-V/def2-TZVPD).

The value obtained for the HOMO-LUMO gap is 0.386 Ha. The structure (SMILES) is C1[C@@H]2CC3(CC3)[C@H]12. For the LUMO energy, the calculation gives 0.0435 Eh. For the highest occupied orbital energy, the calculation gives -9.31 eV.

Atoms and positions in Å:
C -1.9289 -0.3811 -0.1616
C -1.5174 1.0120 -0.5393
C -0.4760 -0.0234 -0.1628
C 0.6036 -0.9346 -0.8296
C 1.4943 -0.7139 0.3945
C 1.7459 0.7490 0.5558
C 0.4380 0.1673 1.0282
H -2.2219 -1.0021 -1.0075
H -2.4902 -0.5656 0.7492
H -1.7480 1.3808 -1.5352
H -1.6627 1.7651 0.2363
H 0.2473 -1.9700 -0.8789
H 1.0430 -0.6632 -1.7958
H 2.1119 -1.4666 0.8766
H 1.7806 1.3776 -0.3342
H 2.4474 1.0326 1.3361
H 0.1330 0.2360 2.0684


# 2
Entry from the Open Molecules 2025 dataset: one molecule with the formula C5H8O (ωB97M-V/def2-TZVPD).

The value obtained for the HOMO-LUMO gap is 0.394 Ha. The structure (SMILES) is CC1(C=O)CC1. For the LUMO energy, the calculation gives 0.0364 Eh. For the highest occupied orbital energy, the calculation gives -9.73 eV.

Atoms and positions in Å:
C -1.1283 0.9830 -0.4543
C -0.0501 0.0157 -0.0695
C 0.9132 0.1535 1.0925
C -0.0395 -1.0009 1.0424
C 0.5562 -0.4649 -1.3537
O 0.0402 -0.7317 -2.4137
H -1.3426 1.7465 0.2938
H -0.6994 1.4622 -1.3703
H -2.0510 0.4938 -0.7819
H 1.9726 -0.0419 0.9157
H 0.7397 0.9319 1.8332
H -0.8817 -1.0201 1.7279
H 0.3583 -1.9803 0.7863
H 1.6374 -0.5724 -1.2746


# 3
Entry from the Open Molecules 2025 dataset: one molecule with the formula C3H5NO2 (ωB97M-V/def2-TZVPD).

The value obtained for the HOMO-LUMO gap is 0.397 Ha. The structure (SMILES) is O=C1NC[C@@H]1O. For the LUMO energy, the calculation gives 0.0330 Eh. For the highest occupied orbital energy, the calculation gives -9.90 eV.

Atoms and positions in Å:
O 0.5093 1.6326 -0.7710
C 0.1178 0.7458 0.2610
C -1.1304 -0.1541 -0.0368
N -0.2332 -1.3031 0.0217
C 0.9069 -0.5852 0.2079
O 2.0797 -0.8789 0.2016
H 1.4760 1.6677 -0.6974
H 0.1564 1.3719 1.1660
H -1.9619 -0.2451 0.6719
H -1.5144 0.0457 -1.0395
H -0.4060 -2.2973 0.0146


# 4
Entry from the Open Molecules 2025 dataset: C43H40N5O9PTi as an isolated structure (ωB97M-V/def2-TZVPD).

The value obtained for the HOMO-LUMO gap (alpha / beta) is 0.224 / 0.265 Ha. As for the charge: +1. For the LUMO energy (alpha / beta), the calculation gives -0.1408 / -0.1405 Eh. For the highest occupied orbital energy (alpha / beta), the calculation gives -9.93 / -11.02 eV. Its multiplicity is 2.

Atoms and positions in Å:
Ti -0.8739 0.5271 -0.0527
C -4.3982 -2.0978 -1.2471
C -3.2221 -1.6436 -0.6408
N -2.8380 -0.3797 -0.6803
C -3.6430 0.5093 -1.3255
C -4.8120 0.1443 -1.9823
C -5.1836 -1.2128 -1.9311
C -5.5813 1.1455 -2.6720
C -5.1811 2.4310 -2.6906
C -3.9877 2.8357 -1.9997
C -3.5152 4.1619 -1.9877
C -2.3792 4.4727 -1.2900
C -1.7171 3.4644 -0.5885
N -2.1390 2.2091 -0.5874
C -3.2474 1.8871 -1.3040
H -4.6547 -3.1456 -1.1763
H -2.5743 -2.3393 -0.1261
H -6.0875 -1.5392 -2.4338
H -6.4907 0.8404 -3.1746
H -5.7573 3.1842 -3.2147
H -4.0587 4.9257 -2.5318
H -1.9873 5.4805 -1.2664
H -0.8408 3.6786 0.0113
C -1.0521 -2.3625 -3.0270
C -0.0941 -3.3876 -2.4777
C 0.0875 -4.5501 -3.2343
C 1.0163 -5.5118 -2.8917
C 1.8157 -5.3206 -1.7712
C 1.6438 -4.1878 -1.0006
C 0.6741 -3.2251 -1.3177
P 0.4829 -1.8546 -0.0960
C 2.1830 -1.6428 0.5669
C 2.3420 -1.6239 1.9553
C 3.5976 -1.5069 2.5278
C 4.7139 -1.4062 1.7114
C 4.5600 -1.4079 0.3351
C 3.3060 -1.5160 -0.2658
C 3.2558 -1.5339 -1.7763
C -0.4447 -2.6919 1.2531
C -0.4230 -4.0604 1.5209
C -1.2696 -4.6066 2.4737
C -2.1594 -3.7856 3.1560
C -2.1720 -2.4201 2.9091
C -1.3043 -1.8568 1.9749
C -1.2513 -0.3793 1.7477
H -0.6223 -1.8991 -3.9164
H -1.2537 -1.5589 -2.3346
H -1.9949 -2.8317 -3.3193
H -0.5126 -4.6792 -4.1284
H 1.1319 -6.3993 -3.5024
H 2.5702 -6.0480 -1.5000
H 2.2827 -4.0421 -0.1365
H 1.4755 -1.7058 2.5985
H 3.6999 -1.4966 3.6057
H 5.7040 -1.3331 2.1453
H 5.4346 -1.3311 -0.3025
H 3.7806 -0.6660 -2.1786
H 2.2495 -1.5378 -2.1866
H 3.7582 -2.4230 -2.1641
H 0.2329 -4.7187 0.9691
H -1.2434 -5.6713 2.6717
H -2.8381 -4.2092 3.8865
H -2.8562 -1.7746 3.4505
H -0.3018 -0.0016 2.1713
H -2.0672 0.1434 2.2500
C 2.4567 1.7774 3.4914
O 1.2302 1.0711 3.4145
C 0.3057 1.4765 4.4073
C -0.4102 2.7399 4.0308
O -1.2989 2.4859 2.9537
C -2.1677 3.5856 2.7531
H 2.9612 1.5784 4.4424
H 3.0854 1.4281 2.6751
H 2.3148 2.8583 3.3977
H 0.8099 1.6249 5.3686
H -0.4155 0.6655 4.5198
H 0.3073 3.5121 3.7402
H -0.9742 3.1096 4.8949
H -2.6820 3.8584 3.6797
H -2.9155 3.2887 2.0181
H -1.6219 4.4629 2.3883
O 5.5091 4.1973 -2.5500
N 4.8608 3.2486 -2.9332
O 5.1029 2.5747 -3.9106
C 3.6702 2.8737 -2.1344
C 3.4609 3.4920 -0.9221
C 2.3643 3.1027 -0.1908
C 1.5064 2.0778 -0.5930
O 0.5739 1.5620 0.2242
C 1.6940 1.5740 -1.8944
C 2.7975 1.9485 -2.6477
N 0.7690 0.7066 -2.4995
O 0.9475 0.2183 -3.6275
O -0.4147 0.4987 -1.8968
N 2.1122 3.8403 1.0626
O 3.0661 4.2969 1.6485
O 0.9531 3.9643 1.4169
H 4.1257 4.2628 -0.5617
H 2.9479 1.5205 -3.6269


One value per record, in order, for max |F|: 0.393, 1.182, 1.075, 1.106 eV Å⁻¹.